[1]
{
  "formula": "C26H47ClN8O2",
  "method": "ωB97M-V/def2-TZVPD",
  "symbols": ["C", "C", "N", "C", "C", "N", "C", "C", "H", "H", "H", "H", "H", "H", "H", "H", "H", "H", "H", "C", "C", "N", "C", "C", "N", "C", "C", "H", "H", "H", "H", "H", "H", "H", "H", "H", "H", "H", "C", "C", "N", "C", "C", "N", "C", "C", "H", "H", "H", "H", "H", "H", "H", "H", "H", "H", "H", "C", "C", "N", "C", "C", "N", "C", "C", "H", "H", "H", "H", "H", "H", "H", "H", "H", "H", "H", "C", "C", "O", "O", "H", "H", "H", "Cl"],
  "xyz": [[18.101, -37.218, 9.881], [19.048, -36.412, 8.898], [20.410, -36.131, 9.247], [21.285, -35.537, 8.354], [22.488, -35.308, 9.041], [22.349, -35.858, 10.291], [20.985, -36.260, 10.505], [23.330, -35.857, 11.295], [18.620, -38.098, 10.261], [17.199, -37.467, 9.322], [17.705, -36.556, 10.651], [18.522, -35.461, 8.812], [18.953, -36.758, 7.869], [20.975, -35.257, 7.358], [23.389, -34.790, 8.749], [20.591, -36.568, 11.463], [23.710, -34.839, 11.385], [24.225, -36.374, 10.947], [23.004, -36.168, 12.287], [21.065, -28.467, 7.892], [21.115, -29.973, 7.439], [22.406, -30.599, 7.643], [22.691, -31.914, 7.347], [24.085, -32.089, 7.561], [24.550, -30.931, 8.092], [23.536, -30.056, 8.144], [25.945, -30.657, 8.404], [20.023, -28.148, 7.861], [21.701, -27.967, 7.162], [21.399, -28.410, 8.928], [21.010, -30.160, 6.370], [20.377, -30.516, 8.030], [21.986, -32.647, 6.982], [24.706, -32.971, 7.509], [23.537, -29.037, 8.500], [26.538, -31.569, 8.482], [25.950, -30.079, 9.328], [26.415, -30.097, 7.596], [29.787, -31.124, 12.189], [28.437, -31.001, 11.368], [28.118, -29.625, 11.293], [28.340, -28.891, 10.133], [27.706, -27.672, 10.312], [27.268, -27.596, 11.628], [27.522, -28.807, 12.222], [26.675, -26.505, 12.280], [29.925, -32.180, 12.424], [29.858, -30.591, 13.137], [30.666, -30.837, 11.611], [27.587, -31.509, 11.824], [28.524, -31.420, 10.365], [28.870, -29.278, 9.275], [27.587, -26.816, 9.664], [27.279, -29.153, 13.216], [27.017, -25.604, 11.772], [27.017, -26.389, 13.309], [25.599, -26.481, 12.104], [18.790, -30.276, 10.824], [19.668, -30.666, 12.027], [21.100, -30.916, 11.705], [21.583, -31.832, 10.783], [22.953, -31.856, 10.952], [23.290, -31.071, 12.032], [22.144, -30.514, 12.509], [24.618, -30.772, 12.482], [19.263, -29.427, 10.332], [17.794, -29.986, 11.160], [18.620, -31.077, 10.104], [19.302, -31.621, 12.405], [19.565, -29.927, 12.821], [21.005, -32.310, 10.007], [23.727, -32.334, 10.368], [22.053, -29.896, 13.389], [24.994, -30.056, 11.751], [25.340, -31.586, 12.540], [24.634, -30.196, 13.407], [25.386, -36.042, 7.317], [24.694, -35.641, 6.017], [23.619, -35.000, 6.122], [25.308, -35.788, 4.913], [25.386, -35.194, 8.003], [26.402, -36.363, 7.086], [24.842, -36.913, 7.682], [26.158, -33.693, 10.407]],
  "total_charge": 3,
  "spin_multiplicity": 2,
  "homo_ev": [-15.3, -15.3],
  "energy_ev": -56236.0514,
  "e_lumo_ha": [-0.2728, -0.3353]
}

=====

[2]
{
  "formula": "C10H10N2O5SSeV",
  "method": "ωB97M-V/def2-TZVPD",
  "symbols": ["V", "O", "C", "O", "C", "C", "C", "C", "C", "N", "C", "O", "O", "H", "H", "H", "H", "C", "S", "C", "H", "H", "H", "H", "H", "H", "O", "Se", "C", "N"],
  "xyz": [[-1.026, -0.082, -0.193], [-0.534, -4.081, -1.446], [-0.321, -2.751, -1.256], [-1.211, -1.883, -1.261], [0.943, -2.161, -1.017], [2.174, -2.811, -0.944], [3.302, -2.031, -0.757], [3.133, -0.633, -0.671], [1.866, -0.104, -0.757], [0.688, -0.802, -0.912], [1.543, 1.328, -0.756], [2.390, 2.233, -0.642], [0.274, 1.398, -0.898], [-1.495, -4.141, -1.561], [2.230, -3.886, -1.046], [4.291, -2.476, -0.700], [3.968, 0.043, -0.554], [-1.908, 2.749, 2.326], [-1.055, 2.183, 0.840], [-0.239, 3.780, 0.432], [-2.613, 3.548, 2.085], [-1.189, 3.107, 3.069], [-2.461, 1.911, 2.747], [0.440, 4.114, 1.229], [-1.003, 4.550, 0.267], [0.336, 3.662, -0.470], [-2.308, 0.477, 0.638], [-4.506, -3.439, 1.129], [-3.259, -2.290, 0.694], [-2.450, -1.512, 0.386]],
  "total_charge": -2,
  "spin_multiplicity": 2,
  "e_above_lowest_kcal_mol": 188.51,
  "homo_ev": [0.8, 0.9],
  "energy_ev": -125615.3328,
  "e_lumo_ha": [0.1798, 0.1798]
}

=====

[3]
{
  "formula": "C5H12O2",
  "method": "ωB97M-V/def2-TZVPD",
  "symbols": ["C", "C", "O", "C", "C", "C", "O", "H", "H", "H", "H", "H", "H", "H", "H", "H", "H", "H", "H"],
  "xyz": [[-1.644, -0.804, -1.103], [-0.402, 0.133, -0.804], [1.144, -0.074, -0.995], [1.795, 0.173, 0.258], [0.896, 1.226, 0.868], [-0.485, 0.645, 0.625], [-0.770, -0.432, 1.505], [-1.631, -1.304, -2.075], [-1.887, -1.541, -0.331], [-2.518, -0.120, -1.137], [-0.494, 0.930, -1.528], [1.843, -0.735, 0.884], [2.830, 0.533, 0.133], [1.090, 1.454, 1.918], [0.990, 2.139, 0.270], [-1.274, 1.403, 0.675], [-0.623, -0.111, 2.405], [0.315, -2.162, -0.668], [0.847, -1.676, -0.894]],
  "smiles": "C[C@@H]1OCC[C@@H]1O.[H][H]",
  "spin_multiplicity": 1,
  "e_above_lowest_kcal_mol": 75.44,
  "homo_ev": -9.5,
  "energy_ev": -9471.8645,
  "e_lumo_ha": 0.0284
}